Computed, not measured: one molecule with the formula C7H8N2O2 at a distorted geometry, with wB97M-V/def2-TZVPD.

## Properties
LUMO level (alpha / beta)	0.431 / 0.431	eV
ΔE to the lowest compared entry with this formula, charge and spin	155.1	kcal per mole
spin multiplicity	1
energy	-531.311888	Eh

Atoms and positions in Å:
C (0.33, 2.48, -0.63)
C (1.31, 0.46, -2.54)
C (-0.16, -0.81, 1.19)
C (0.14, -1.71, 0.00)
C (-0.53, 0.62, 0.88)
C (0.47, 1.11, -0.11)
C (1.28, 0.18, -1.02)
N (1.13, 2.37, 0.28)
N (0.15, 0.54, -2.68)
O (1.28, -1.09, -0.70)
O (-1.93, 0.58, 0.37)
H (-0.01, 3.06, -1.42)
H (2.14, 0.72, -3.13)
H (-0.98, -1.24, 1.79)
H (0.70, -0.83, 1.83)
H (0.40, -2.71, 0.17)
H (-0.59, -1.72, -0.78)
H (-0.55, 1.39, 1.67)
H (-2.24, 1.48, 0.25)